No. 1
# C4H12NO2P

A 2-piece molecular cluster, C4H12NO2P overall (wB97M-V/def2-TZVPD, the Open Molecules 2025 dataset).

```
20
Properties=species:S:1:pos:R:3:forces:R:3
C 1.603911 -0.775047 0.227071 2.106 -0.374 -0.638
C 1.003178 0.423768 -1.843858 -0.775 -0.659 -0.366
C 0.547575 -0.628007 -0.811401 -2.913 1.740 0.020
C -0.908568 -0.076337 0.095083 2.840 -2.506 -0.344
N -0.640040 0.799983 1.193044 -0.033 -1.452 1.106
O -1.594944 -2.768426 -0.002017 -0.207 -0.504 -0.902
O -3.964491 -0.588863 1.349125 -0.024 -0.294 0.018
P -1.566158 -1.655613 0.948437 0.561 0.908 0.856
H 1.800310 0.314680 0.551798 -0.146 -2.050 0.515
H 1.360227 -1.607513 0.938795 0.226 1.310 0.114
H 2.595202 -1.125748 -0.258378 -1.447 0.591 0.650
H 0.849349 1.500653 -1.769106 0.012 -0.102 0.781
H 2.018536 0.181032 -1.994433 1.661 0.381 -0.037
H 0.621026 0.152346 -2.807797 -0.784 -0.004 -0.626
H 0.290575 -1.504507 -1.453014 0.048 0.246 1.242
H -1.574683 0.342805 -0.591659 -1.057 0.673 -1.200
H -0.313264 1.706529 0.984164 0.507 0.958 -0.383
H -4.132521 0.019779 2.066578 0.107 0.059 0.637
H -0.020707 0.332647 1.880423 -0.559 0.770 -0.564
H -4.048627 -0.018693 0.594915 -0.121 0.310 -0.880
```
Forces are in eV/Å.

Summary:
- Energy relative to the best compared isomer or geometry (same formula, charge and spin): 66.7 kcal/mol
- HOMO energy: -8.23 eV
- Orbital gap: 8.482 eV
- Strongest force on any atom: 3.80 eV/Å
- SMILES: CC(C)[C@H](N)P=O.O



No. 2
# C4H12NO2P

A 2-piece molecular cluster, C4H12NO2P overall (wB97M-V/def2-TZVPD, the Open Molecules 2025 dataset).

```
20
Properties=species:S:1:pos:R:3:forces:R:3
C 0.562590 2.022940 0.410232 0.090 0.066 -0.174
C -0.185169 1.133395 2.663143 -0.270 -0.102 -0.022
C 0.071957 -2.908852 -1.802008 0.247 0.503 0.308
C -0.501535 1.348667 1.212668 0.160 0.077 0.450
N -1.560064 0.978908 0.630285 -0.506 -0.049 -0.368
O 1.692318 -0.790250 -1.886928 0.289 0.035 0.253
O -0.773409 -0.471174 -1.547207 0.004 -0.355 -0.132
P 0.474892 -1.318651 -0.918235 -0.413 -0.429 -0.796
H 1.170326 1.256840 -0.076596 0.110 0.055 0.018
H 1.210301 2.626155 1.041621 0.065 0.044 -0.011
H 0.118811 2.640093 -0.367794 0.011 -0.011 -0.026
H -0.988247 0.606431 3.175226 -0.008 -0.022 0.017
H 0.729630 0.547798 2.739954 0.104 -0.022 0.039
H -0.014582 2.088353 3.156907 0.060 0.072 0.038
H 0.944978 -3.560881 -1.811036 0.012 -0.015 0.011
H -0.741740 -3.412718 -1.287634 -0.112 -0.058 0.043
H -0.239898 -2.683643 -2.824953 0.021 0.007 0.027
H -2.238561 0.508789 1.225268 0.194 0.023 0.219
H -1.176198 0.158725 -0.915036 -0.010 0.189 0.208
H 1.443603 -0.770922 -2.817877 -0.051 -0.006 -0.102
```
Forces are in eV/Å.

Summary:
- Energy relative to the best compared isomer or geometry (same formula, charge and spin): 0.0 kcal/mol
- HOMO energy: -8.79 eV
- Orbital gap: 9.791 eV
- Strongest force on any atom: 0.99 eV/Å
- SMILES: CC(C)=N.CP(O)O



No. 3
# C4H12NO2P

A 2-piece molecular cluster, C4H12NO2P overall (wB97M-V/def2-TZVPD, the Open Molecules 2025 dataset).

```
20
Properties=species:S:1:pos:R:3:forces:R:3
C -1.037300 -2.195708 1.612448 -0.956 -2.701 -1.269
C -1.942820 0.100860 -0.099747 1.017 2.084 -0.424
C -0.236767 -0.920354 1.487544 -1.947 0.990 1.808
C -0.512068 -0.250917 0.193117 1.080 0.571 -0.988
N 2.183474 2.494963 -1.573160 1.148 0.360 1.252
O 0.526272 0.418454 -2.354789 -0.228 0.529 -0.796
O 2.148022 -0.155401 -0.367216 0.137 1.572 -2.635
P 0.666333 0.240037 -0.911577 -0.595 -2.506 2.788
H -0.802368 -2.877062 0.711363 -0.503 1.027 1.041
H -0.717179 -2.871177 2.464977 -0.570 1.221 -0.554
H -2.174870 -2.030511 1.600430 1.778 -0.367 0.275
H -2.097830 1.198193 -0.068287 0.033 -0.431 0.181
H -2.686425 -0.312205 0.523431 -0.500 -0.783 0.777
H -2.108335 -0.150261 -1.104436 -0.798 -0.512 -1.485
H -0.642887 -0.292192 2.339229 0.794 -0.222 -0.693
H 0.754664 -1.182804 1.698624 1.655 0.125 0.017
H 1.952213 2.499037 -2.517518 -0.614 -0.371 -2.080
H 2.738350 3.337381 -1.454410 -0.104 -0.074 0.502
H 1.308863 2.584799 -1.083838 -0.168 0.555 0.282
H 2.680656 0.364869 -1.096184 -0.658 -1.064 2.000
```
Forces are in eV/Å.

Summary:
- Energy relative to the best compared isomer or geometry (same formula, charge and spin): 43.0 kcal/mol
- HOMO energy: -7.98 eV
- Orbital gap: 8.187 eV
- Strongest force on any atom: 3.80 eV/Å



No. 4
# C4H12NO2P

C4H12NO2P as an isolated structure (wB97M-V/def2-TZVPD, the Open Molecules 2025 dataset).

```
20
Properties=species:S:1:pos:R:3:forces:R:3
C 1.200893 -0.411323 1.830716 1.700 1.246 0.800
C -0.502944 1.383845 1.470360 -5.111 -3.184 -0.804
C 2.292900 -0.325591 -1.441095 0.731 -4.365 -0.274
C -2.638441 -0.322847 -0.919598 0.810 0.735 -0.833
N 0.010787 0.025553 1.437787 -2.976 0.127 -2.126
O 1.030055 -0.383223 -2.000414 -0.735 1.393 -2.335
O -2.274988 -0.717780 0.376754 -0.005 0.820 1.281
P -0.881525 -1.350860 0.933752 -0.674 -0.293 -0.471
H 1.048364 0.148976 -2.848405 -0.156 -1.125 1.489
H 1.740156 0.258416 2.424859 1.153 0.657 0.845
H 1.436788 -1.423442 1.809115 0.238 -1.584 -0.065
H -1.144995 1.402721 2.399155 0.570 0.832 -0.902
H 0.250258 2.028478 1.449382 3.168 2.920 0.240
H -1.219445 1.620243 0.521396 1.730 -0.723 2.270
H 2.914304 0.439890 -1.675218 1.637 2.507 -1.454
H 2.882088 -1.316243 -1.506132 -0.731 1.175 -0.786
H 2.224459 -0.297196 -0.429306 -0.760 0.459 3.244
H -2.160948 0.619722 -1.365534 -0.051 -1.546 0.811
H -3.681391 -0.161743 -0.995192 -1.271 0.444 0.654
H -2.526375 -1.217596 -1.472386 0.733 -0.496 -1.585
```
Forces are in eV/Å.

Summary:
- 2S+1: 3
- Energy relative to the best compared isomer or geometry (same formula, charge and spin): 40.2 kcal/mol
- HOMO energy (alpha / beta): -5.60 / -9.90 eV
- Orbital gap (alpha / beta): 6.393 / 9.897 eV
- Strongest force on any atom: 6.08 eV/Å
- <S²>: 2.006



No. 5
# C4H12NO2S

A 2-piece molecular cluster, C4H12NO2S overall (wB97M-V/def2-TZVPD, the Open Molecules 2025 dataset).

```
20
Properties=species:S:1:pos:R:3:forces:R:3
C -0.571605 -0.178923 -1.444175 1.245 2.108 -1.721
C -0.960098 0.400872 -0.086993 -1.339 -2.749 -0.077
C -0.175487 1.651162 0.221098 -1.225 0.909 2.205
S -0.803817 3.195750 -0.666407 -0.491 -1.104 0.560
N -0.879118 -0.642943 0.995141 1.156 0.199 0.333
C 0.434185 -0.769194 1.782344 -0.112 -1.606 -2.427
O 1.579666 -0.784245 1.052455 0.255 0.525 -0.540
H -1.227134 -0.921331 -1.858331 -0.873 -0.256 0.089
H -0.603938 0.746888 -2.120229 -0.102 -1.332 0.309
H 0.423222 -0.628582 -1.597631 -0.090 0.367 0.783
H -2.095302 0.360515 -0.171329 1.052 1.793 0.110
H -0.228304 1.871490 1.350340 -0.106 -0.232 -1.690
H 0.873434 1.423183 0.051066 0.113 0.357 -0.493
H -2.152353 2.969881 -0.403442 1.225 0.124 -0.162
H -0.956423 -1.490247 0.428932 0.125 -0.097 0.605
H 0.534527 0.079266 2.413598 -0.662 0.561 1.433
H 0.313507 -1.784005 2.242785 -0.303 0.820 0.649
H 2.859926 -1.911766 -1.157542 -0.174 -0.077 0.058
H 1.699888 -1.472873 -0.058807 0.268 -0.685 -0.202
O 1.935223 -2.114900 -0.972872 0.037 0.372 0.177
```
Forces are in eV/Å.

Summary:
- Energy relative to the best compared isomer or geometry (same formula, charge and spin): 36.6 kcal/mol
- HOMO energy: -3.92 eV
- Orbital gap: 6.949 eV
- Strongest force on any atom: 3.06 eV/Å
- Charge: -1



No. 6
# C4H12NO2S

A 3-piece molecular cluster, C4H12NO2S overall (wB97M-V/def2-TZVPD, the Open Molecules 2025 dataset).

```
20
Properties=species:S:1:pos:R:3:forces:R:3
C 0.638115 -1.215956 0.020786 0.980 0.140 -0.526
C 0.184452 -0.015869 -0.801371 2.119 1.945 1.582
C -1.103792 -0.206434 -1.478696 -1.355 1.352 1.541
S -1.120780 -1.637214 -2.492686 -0.898 -2.740 2.367
N 0.204989 1.292180 0.112859 -1.239 -0.473 -2.522
C -0.494579 1.254301 1.449185 -0.421 -1.282 0.053
O 0.153017 0.581948 2.418275 -0.197 0.342 -0.795
H 1.305777 -1.891779 -0.584608 -0.976 0.367 0.572
H -0.206614 -1.749870 0.479484 0.241 0.014 -0.005
H 1.223307 -0.770655 0.811208 0.160 -0.267 0.457
H 0.936738 0.175795 -1.596281 -0.092 0.022 0.525
H -1.303440 0.727931 -2.030305 -0.270 -0.552 -0.285
H -1.815582 -0.246581 -0.616238 -0.169 -0.136 -1.081
H -1.286192 -2.787980 -0.709406 0.328 1.758 -3.323
H -0.399778 1.990773 -0.430757 1.245 -1.047 0.714
H -1.502544 0.768947 1.307691 -0.110 0.290 -0.118
H -0.708329 2.346270 1.596715 0.226 -0.209 0.325
H 3.127988 1.146097 2.679469 4.185 -2.739 -0.015
H 1.572491 1.020442 2.384730 -0.265 0.439 0.692
O 2.373051 1.608615 2.664456 -3.493 2.776 -0.156
```
Forces are in eV/Å.

Summary:
- Energy relative to the best compared isomer or geometry (same formula, charge and spin): 106.9 kcal/mol
- HOMO energy: -3.36 eV
- Orbital gap: 4.822 eV
- Strongest force on any atom: 5.00 eV/Å
- Charge: -1